1.
A molecular structure, C11H23ClCoNO2P2 at a distorted geometry. Source: the Open Molecules 2025 dataset; level of theory: wB97M-V/def2-TZVPD.

Geometry as ORCA input:
```
! RIJCOSX wB97M-V def2-TZVPD def2/J DEFGRID3
* xyz 1 4
H 1.76 2.72 -1.79
C -3.66 1.83 0.04
H -0.23 -2.30 3.63
C 1.64 1.65 -1.58
C -2.10 -1.64 0.32
H 3.67 1.43 0.84
O 0.48 -1.73 -3.62
H -1.94 -2.62 3.14
H 1.46 -1.81 -3.77
C -3.57 0.45 0.07
H -4.43 -0.20 -0.03
H 3.02 3.13 0.76
H 0.11 -3.69 -0.15
C -1.08 -1.95 3.04
H 0.79 -3.87 1.47
H 0.07 -2.07 -4.43
C 0.03 2.69 0.56
C 2.83 2.10 1.08
H -2.50 3.68 0.20
N -1.22 0.61 0.40
H 2.65 2.03 2.16
H -4.61 2.32 -0.13
H -0.95 -4.26 1.20
P -0.57 -1.95 1.31
Cl 2.46 -1.28 1.01
H -1.32 -0.94 3.40
C -1.28 1.96 0.40
C -2.50 2.59 0.20
H 4.67 -0.09 -3.76
P 1.40 1.53 0.21
H 4.23 -0.63 -2.39
H -2.93 -2.14 0.83
H 0.79 1.23 -2.12
C -2.32 -0.14 0.23
Co 0.54 -0.32 0.65
H -1.94 -2.09 -0.69
H 0.15 3.09 1.59
C -0.11 -3.62 0.92
H 2.52 1.07 -1.88
O 3.87 -0.28 -3.23
H 0.12 3.52 -0.15
*
```

Computed properties:
Orbital gap (alpha / beta) (hartree): 0.2521 / 0.3024
Maximum force (eV Å⁻¹): 2.627
LUMO energy (alpha / beta) (hartree): -0.111 / -0.130
HOMO level (alpha / beta) (eV): -9.88 / -11.78
<S²>: 3.763

=====

2.
A molecular structure, C11H23ClCrNO6P2 at a distorted geometry. Source: the Open Molecules 2025 dataset; level of theory: wB97M-V/def2-TZVPD.

Geometry as ORCA input:
```
! RIJCOSX wB97M-V def2-TZVPD def2/J DEFGRID3
* xyz 1 5
C 1.02 -2.42 -2.72
H 1.36 -3.16 1.11
H -1.33 1.84 -1.96
H -3.11 2.04 -1.75
H 4.37 -0.65 1.54
H -3.20 1.76 1.70
O -1.26 -0.33 4.81
C -2.54 -0.76 -1.11
H -1.87 2.97 -0.74
Cr -0.11 0.05 0.81
H 3.20 0.31 2.52
H -4.42 0.89 0.66
C 2.32 -1.28 -0.90
H -0.24 -3.37 -4.20
H -3.19 -0.43 -1.93
C -0.20 -2.73 -3.32
C -3.42 0.84 1.13
H 0.97 3.86 -1.39
C -2.14 2.02 -1.23
C 1.02 -1.65 -1.55
O 0.86 -1.03 4.00
P 2.07 -0.91 0.85
O -0.46 4.41 -0.22
C -1.38 -2.22 -2.78
C -1.28 -1.40 -1.66
H 1.95 -2.77 -3.17
H -1.07 5.12 -0.49
H -2.35 -2.50 -3.21
P -2.14 0.66 -0.10
H 3.06 -2.93 1.63
N -0.12 -1.17 -0.99
H 2.71 -0.33 -1.31
H 3.07 -2.08 -0.96
H 1.68 -2.37 2.66
H 3.65 0.87 0.89
O -0.39 0.71 2.83
H 2.21 3.30 -2.18
H -3.06 -1.46 -0.44
O 1.39 3.03 -1.72
O 0.61 1.13 4.96
Cl -0.04 0.10 4.21
C 2.05 -2.50 1.64
H -0.38 4.54 0.73
C 3.47 -0.02 1.51
H -3.35 0.00 1.83
*
```

Computed properties:
Orbital gap (alpha / beta) (hartree): 0.3290 / 0.3387
Maximum force (eV Å⁻¹): 1.362
LUMO energy (alpha / beta) (hartree): -0.122 / -0.128
HOMO level (alpha / beta) (eV): -12.28 / -12.71
<S²>: 6.023

=====

3.
A molecular structure, C11H23ClErNO2P2 at a distorted geometry. Source: the Open Molecules 2025 dataset; level of theory: wB97M-V/def2-TZVPD.

Geometry as ORCA input:
```
! RIJCOSX wB97M-V def2-TZVPD def2/J DEFGRID3
* xyz 2 4
Cl 0.53 0.72 3.85
C -2.24 1.16 -0.76
O -1.38 -3.91 -3.02
H -1.32 -2.90 -3.12
H -4.68 1.84 1.20
H 2.34 -2.01 -0.93
O -0.03 -2.32 2.12
C 1.50 1.21 -0.89
H 2.66 2.23 -2.31
C -0.69 1.86 -2.52
P -2.57 0.52 1.08
H -1.96 -4.01 -2.18
H -2.88 0.60 -1.47
H -3.78 1.67 2.70
C 1.64 1.91 -2.07
H -0.61 -3.16 3.10
C 2.65 0.98 -0.02
H 3.60 -2.70 0.17
C -0.81 1.34 -1.22
H -4.83 -0.44 0.33
H 4.04 -1.35 -0.91
H -3.46 -1.56 -0.04
H 0.75 2.71 -3.92
Er 0.02 -0.03 1.66
H -0.31 -3.20 1.63
C -3.83 -0.80 0.66
P 2.68 -0.55 0.97
C 3.22 -1.77 -0.30
N 0.25 0.99 -0.41
H 3.52 0.90 -0.65
C 0.58 2.28 -2.89
H 4.34 -1.24 2.65
H 5.12 -0.25 1.40
C -3.68 1.81 1.63
H 4.09 0.48 2.66
H -1.58 1.98 -3.18
H -3.20 2.77 1.56
C 4.19 -0.37 1.98
H -2.76 2.17 -0.78
H 2.88 1.79 0.67
H -3.99 -1.36 1.60
*
```

Computed properties:
Orbital gap (alpha / beta) (hartree): 0.2971 / 0.2980
Maximum force (eV Å⁻¹): 7.972
LUMO energy (alpha / beta) (hartree): -0.290 / -0.289
HOMO level (alpha / beta) (eV): -15.97 / -15.97
<S²>: 3.753

=====

4.
A molecular structure, C11H23ClEuI2NP2S at a distorted geometry. Source: the Open Molecules 2025 dataset; level of theory: wB97M-V/def2-TZVPD.

Geometry as ORCA input:
```
! RIJCOSX wB97M-V def2-TZVPD def2/J DEFGRID3
* xyz 2 7
Cl 3.10 0.58 -1.43
H 3.56 0.67 1.45
N -2.82 0.49 1.99
C 1.73 -2.46 -2.76
C -3.28 -0.03 3.16
H 2.40 0.14 2.68
P 1.42 1.68 1.09
H -1.77 -0.90 -3.09
Eu 0.80 0.31 -0.76
C -1.05 -1.72 -3.00
H 1.26 3.95 0.24
H 0.40 2.65 3.09
H -2.00 -2.35 0.35
H -2.87 1.52 1.86
I 1.30 -1.93 0.72
P 0.61 -1.02 -2.72
C -2.81 -2.25 2.34
H -0.32 1.07 2.66
H -3.67 -1.83 4.28
H 1.98 0.36 -4.13
C 2.06 3.33 0.64
H 2.73 -2.12 -2.48
S -1.94 0.36 -0.44
H -0.76 2.53 1.73
H 2.51 3.79 1.52
H 2.81 3.19 -0.15
C 2.76 1.00 2.12
C -3.29 -1.41 3.36
H -1.32 -2.34 -2.15
H 0.26 0.58 -4.51
I -0.01 2.53 -2.15
C -2.34 -0.31 0.99
C 0.06 2.02 2.26
H 1.40 -3.21 -2.05
C 1.03 -0.15 -4.27
C -2.34 -1.70 1.15
H -1.08 -2.32 -3.91
H 1.75 -2.88 -3.78
H -2.83 -3.32 2.48
H -3.66 0.63 3.93
H 1.11 -0.88 -5.09
H 3.12 1.77 2.80
*
```

Computed properties:
Orbital gap (alpha / beta) (hartree): 0.3050 / 0.1712
Maximum force (eV Å⁻¹): 7.241
LUMO energy (alpha / beta) (hartree): -0.247 / -0.379
HOMO level (alpha / beta) (eV): -15.03 / -14.98
<S²>: 12.019

=====

| no. | E_tot (eV) |
| --- | --- |
| 1 | -86087.718 |
| 2 | -85065.394 |
| 3 | -76071.761 |
| 4 | -90717.659 |